No. 1
{"formula": "C6H6O", "method": "the ωB97M-V functional and the def2-TZVPD basis", "symbols": ["O", "C", "C", "C", "C", "C", "C", "H", "H", "H", "H", "H", "H"], "coordinates": [[-0.7338, 1.1736, -0.0013], [-0.0918, 0.4524, -1.0670], [1.2312, 0.4745, -0.2646], [0.2736, 0.7085, 0.8714], [-0.0990, 0.4282, 2.1028], [-0.6696, -0.8905, -1.2116], [-1.1373, -1.9946, -1.3099], [-1.1568, 0.6535, 2.1256], [-0.1271, 1.0067, -2.0046], [1.7940, 1.3778, -0.5153], [1.8668, -0.4085, -0.2801], [0.4056, -0.0075, 2.9568], [-1.5558, -2.9742, -1.4023]], "forces_ev_per_angstrom": [[0.1390, -0.0244, -0.0361], [0.1054, -0.0528, -0.4984], [0.1664, -0.1011, -0.0239], [-0.3894, 0.0408, 0.1104], [-0.1219, 0.0290, -0.0341], [-0.1284, -0.4359, -0.2231], [0.1638, 0.3511, -0.0045], [-0.1444, -0.0610, 0.8980], [0.0350, -0.0577, 0.0018], [-0.0277, -0.1512, 0.0801], [-0.0961, 0.0512, 0.1328], [0.2125, 0.1909, -0.4329], [0.0858, 0.2213, 0.0299]], "mulliken_charge": [-0.44, 0.06, -0.38, 0.33, -0.82, -0.93, 0.40, 0.23, 0.33, 0.22, 0.29, 0.30, 0.41], "homo_lumo_gap_ev": 10.12, "e_lumo_ha": 0.03749, "max_force_ev_per_a": 0.91, "charge": 0}

No. 2
{"formula": "C6H6O2", "method": "the ωB97M-V functional and the def2-TZVPD basis", "symbols": ["C", "C", "C", "C", "C", "C", "H", "H", "H", "H", "H", "H", "O", "O"], "coordinates": [[1.8173, -0.1689, 0.0551], [0.3931, -0.3728, 0.0786], [-0.0729, -1.6127, -0.0375], [-1.9108, -0.3328, 0.0534], [-0.6932, 0.5545, 0.0869], [-0.6657, 1.8944, -0.0939], [2.1295, 0.4016, 0.9171], [2.0293, 0.4256, -0.8344], [2.3265, -1.2055, 0.0617], [0.4399, -2.6206, -0.1821], [0.2851, 2.3895, -0.4035], [-1.5865, 2.4063, 0.3021], [-1.4123, -1.6404, -0.0348], [-3.0794, -0.1181, 0.0311]], "forces_ev_per_angstrom": [[1.6258, -0.5013, -0.1612], [0.5146, -1.6628, -0.6194], [0.5848, -0.9675, -0.0834], [0.1361, -0.3084, 0.4156], [-0.0536, 0.7260, -0.4869], [-0.6042, -0.5823, 1.2528], [0.4300, 0.1547, 0.3108], [0.7174, -0.1714, -0.0904], [-0.4818, 1.9106, -0.2006], [-0.7344, 1.7220, 0.4571], [-1.0552, -0.1761, 0.6986], [1.0346, 0.0090, -1.3565], [-2.2490, -0.3438, -0.1651], [0.1349, 0.1914, 0.0286]], "mulliken_charge": [-1.19, 0.67, -0.49, 0.42, 0.47, -0.77, 0.31, 0.29, 0.29, 0.32, 0.28, 0.28, -0.34, -0.52], "homo_lumo_gap_ev": 8.24, "e_lumo_ha": -0.01374, "smiles": "C=C1C(=O)OC=C1C", "max_force_ev_per_a": 2.28, "charge": 0}